A molecular structure, C33H43MgN5P2. Source: the Open Molecules 2025 dataset; level of theory: ωB97M-V with the def2-TZVPD basis set.

XYZ file:
```
84
C33H43MgN5P2, DFT ωB97M-V with the def2-TZVPD basis set
C 4.353 -2.544 -0.302
C -1.838 -0.237 2.212
C 0.839 -1.112 -3.601
H 3.714 -0.412 -0.010
H 1.994 2.505 -1.661
H 2.027 2.047 0.589
N -2.031 0.409 -2.834
C 2.695 2.137 -2.395
H -1.656 -0.891 -8.670
H 3.879 -0.402 -4.110
H -2.620 1.449 1.040
H -1.102 -1.883 -4.314
H -0.867 -3.013 3.769
H -2.320 1.761 2.765
H 0.675 -0.268 -4.286
H 1.087 -2.606 0.480
H -3.013 0.001 -6.470
C -2.642 0.997 2.044
H -0.304 -2.889 -3.072
C -0.301 -1.844 1.978
H 0.376 0.194 -8.685
H -4.327 -1.650 -3.677
P 1.538 -0.379 -2.093
H 0.918 1.593 1.913
C -2.163 0.375 -7.040
C 3.705 2.781 -3.105
H 0.731 -1.298 -7.834
H 1.995 0.369 1.230
C 4.364 1.788 -3.902
P -1.476 -1.064 -2.036
C -2.052 1.681 -7.312
H 1.582 -1.767 -4.083
C 2.887 -2.890 -2.003
H 1.742 -2.441 2.118
H 2.271 -3.257 -2.811
C 3.647 -1.366 -0.514
N 2.700 0.778 -2.742
H 3.940 3.834 -3.071
C -2.649 0.478 -4.075
C 3.873 -3.508 -1.248
C 0.837 -2.677 1.543
N -0.804 -0.685 1.406
H -2.501 -2.594 0.042
C -1.046 2.236 -8.274
C 0.777 0.405 -6.574
C 3.708 0.585 -3.692
C -1.307 -0.679 -7.645
H -1.453 3.188 -8.646
C -1.054 -2.149 3.139
H 1.306 2.290 -5.704
H 1.329 -0.217 -5.866
H -1.656 1.896 -1.277
N 2.769 -1.560 -1.597
C 0.346 2.568 -7.698
C 0.188 -0.345 -7.747
C -3.084 1.785 -4.297
H -2.800 2.406 -6.962
C -2.018 -1.136 3.285
H -2.685 -0.412 -4.682
H -3.595 2.144 -5.180
C -4.496 -3.249 -0.748
H 0.357 3.627 -7.408
H 5.222 1.940 -4.547
C 1.378 1.244 0.968
C -0.510 -1.852 -3.387
H 0.583 -3.723 1.753
H -0.953 1.587 -9.158
H -2.871 3.613 -3.039
C -3.261 -2.617 -0.725
C -2.047 1.697 -2.271
C 0.818 1.740 -6.518
H 5.107 -2.713 0.454
H -2.765 -1.021 4.069
H 4.194 -4.535 -1.349
H -4.906 -3.865 0.041
N -3.067 -1.920 -1.930
C -5.104 -2.939 -2.010
H -6.076 -3.290 -2.345
H -1.436 -1.614 -7.081
C -2.692 2.549 -3.162
Mg -0.152 0.472 -0.334
C -4.216 -2.120 -2.708
H -3.691 0.754 2.267
H 1.051 2.474 -8.543
```

Its total energy is -2439.716446 a.u. The molecular weight comes out at 596.00 g mol⁻¹. Its HOMO energy is -5.950 eV. The spin multiplicity is 1. As for the LUMO energy: -0.50 eV. The net charge is 0.

=====

A single C33H43N5O5 molecule. Source: the Open Molecules 2025 dataset; level of theory: ωB97M-V with the def2-TZVPD basis set.

XYZ file:
```
86
C33H43N5O5, DFT ωB97M-V with the def2-TZVPD basis set
H 6.641 3.663 0.306
N -3.438 -0.851 0.156
H -6.607 -2.023 -0.428
H -3.822 -3.480 0.504
H -6.413 0.997 1.752
C 5.142 -0.002 1.946
C 7.007 1.600 -0.149
H -2.998 -3.588 2.053
H 7.146 -1.027 -2.306
H -8.004 2.500 -1.941
H 10.160 0.419 0.342
C -6.696 0.795 -2.144
H -1.228 -3.828 -1.259
H 2.529 3.619 -1.021
C 4.817 2.675 0.453
C 5.972 -1.277 1.793
H -0.894 -2.101 -1.397
H -2.565 -4.697 0.747
N 9.608 -1.447 -1.449
C 7.444 -0.318 -1.547
H -4.643 0.965 -1.534
H 1.777 3.959 0.539
C 1.355 1.308 0.456
H 4.443 -0.135 2.786
H -2.445 -1.195 1.920
C -2.864 -3.678 0.978
C 8.308 1.510 0.358
H -0.062 -1.020 2.022
H -5.392 1.945 0.666
C -8.581 0.759 0.092
H -8.963 -1.261 -0.562
H -3.275 -0.416 -0.740
H 5.608 0.766 -1.542
C 2.610 3.449 0.056
C 8.724 -0.408 -1.006
H -5.139 -0.682 -1.983
H -7.750 2.701 0.526
C -2.235 -1.246 0.844
H 5.794 0.844 2.161
H 6.434 -1.543 2.745
C 3.905 1.535 0.551
H -7.122 -1.328 1.112
H -6.460 1.011 -3.193
C 9.159 0.508 -0.053
H 0.540 1.794 -0.077
C -7.447 1.779 0.018
O 9.185 -2.237 -2.270
C 3.594 -0.880 0.328
C -6.912 -1.097 0.067
O 5.167 -2.370 1.424
N -0.049 -0.332 1.280
H -8.716 0.174 -2.580
O 10.727 -1.479 -0.976
C 3.978 3.916 0.568
H 2.794 -1.083 1.054
C -6.205 1.215 0.703
N 1.167 0.276 1.196
H 3.135 -0.665 -0.639
H 6.758 -1.120 1.041
H 5.242 -1.946 -0.589
N 4.392 0.257 0.727
C -1.813 -2.691 0.479
H 4.389 4.750 0.002
C -8.152 -0.526 -0.615
H 8.642 2.231 1.089
C -1.135 -0.251 0.469
C -5.763 -0.079 0.003
H -9.478 1.164 -0.383
H -0.864 -2.903 0.984
C -1.607 -2.836 -1.027
O -4.737 -0.959 1.985
C 6.143 2.702 0.237
C 2.618 1.970 0.365
H -7.540 -1.142 -2.593
C 4.504 -2.106 0.211
C -7.832 -0.224 -2.078
H 3.895 4.220 1.614
H 3.913 -2.995 -0.016
H -6.324 2.824 -1.504
O -1.245 0.498 -0.482
C -7.125 2.083 -1.444
C 6.594 0.675 -1.115
C -4.603 -0.656 0.814
C -5.448 0.228 -1.462
H -8.820 0.545 1.135
H -2.549 -2.699 -1.552
```

Its total energy is -1933.193751 a.u. The molecular weight comes out at 589.74 g mol⁻¹. Its HOMO energy is -7.994 eV. The spin multiplicity is 1. As for the LUMO energy: -0.79 eV. The net charge is 0. Its SMILES is CC(C)[C@H](NC(=O)[C@]12C[C@H]3C[C@H](C[C@H](C3)C1)C2)C(=O)N/N=C/C1=C(N2CCOCC2)C(=C\c2ccc([N+](=O)[O-])cc2)/CC1.

=====

9 unconnected molecules or ions with the total composition C33H43N8O. Source: the Open Molecules 2025 dataset; level of theory: ωB97M-V with the def2-TZVPD basis set.

XYZ file:
```
85
C33H43N8O, DFT ωB97M-V with the def2-TZVPD basis set
H -0.355 -0.465 0.646
C 2.733 1.273 3.374
C 4.635 2.367 -0.374
H -0.286 1.985 0.921
H 0.632 2.627 -2.413
H 1.243 -3.643 -1.621
H -1.122 -1.233 -4.082
O 0.891 -0.501 -0.712
H 2.329 -1.909 -0.167
N 2.532 1.517 -0.365
N -2.343 -3.115 -1.569
N -0.953 1.196 -1.897
H 1.437 3.300 -1.006
H -5.221 -1.456 3.701
C 2.736 3.272 4.520
H 1.948 0.654 -0.271
H 2.894 4.453 2.680
H -1.443 -4.517 -0.285
H 3.649 4.559 -0.903
C -2.949 -0.179 1.464
N 0.331 -2.166 -2.678
C -0.528 2.386 -2.485
C -4.547 -3.675 -1.641
H -3.105 1.870 1.943
C -2.335 4.576 1.946
H -0.272 3.767 3.037
H 2.543 0.288 2.972
C -3.618 -2.827 -2.186
C 0.737 -3.444 -2.491
N 2.887 2.446 2.591
H -1.185 -3.685 -5.066
C 5.110 -3.203 0.936
C 2.521 1.746 4.603
H 5.869 -3.942 -1.053
H -4.093 -5.348 0.276
H -3.811 2.283 -3.039
H 2.456 1.298 5.632
H 5.817 2.507 -0.386
C -3.638 -1.341 1.984
H -2.386 0.034 0.562
C 3.921 -2.639 1.212
H -1.627 3.973 -3.502
C 3.929 1.233 -0.226
H -4.839 1.200 4.120
C -4.354 0.537 3.221
H -2.815 5.561 2.405
H 2.601 3.988 5.304
H -1.458 -2.843 -2.121
C 4.003 -2.742 -1.047
N -3.556 0.952 2.091
H 3.490 -2.641 -2.011
C 0.317 -1.128 0.345
C 2.910 3.611 3.256
H -3.466 -2.311 1.689
C -2.296 0.930 -2.170
C 2.324 2.845 -0.591
C -0.555 -3.304 -4.311
C -1.623 3.056 -2.933
C -0.468 -2.035 -3.758
H 5.795 -3.386 1.715
C -4.506 -0.795 3.045
C -3.748 -4.539 -0.528
N -2.128 2.965 0.381
H 3.495 -2.153 2.088
H -3.861 -2.081 -2.889
H -0.256 0.533 -1.608
H 0.607 -5.250 -3.751
C 5.123 -3.427 -0.551
H 2.907 2.317 1.612
H -5.707 -3.726 -1.619
C -2.902 4.039 0.783
C 0.336 -4.224 -3.516
H -2.487 2.369 -0.325
H 0.586 -1.468 -2.057
C -2.393 -4.216 -0.668
C 3.593 3.488 -0.683
C -2.798 1.996 -2.862
N 3.239 -2.324 -0.027
C -1.093 2.691 1.246
H -3.575 4.331 0.070
H -0.177 -1.856 0.006
C -1.014 3.658 2.178
H -2.712 0.108 -1.384
H 4.346 0.375 0.041
H 1.154 -1.421 1.232
```

Its total energy is -1796.237557 a.u. The molecular weight comes out at 567.76 g mol⁻¹. Its HOMO energy is -5.918 eV. The spin multiplicity is 1. As for the LUMO energy: 2.86 eV. The net charge is -1.